# 1
Density functional theory data (ωB97M-V/def2-TZVPD) for 2 unconnected molecules or ions with the total composition C2H3ClO2S.

```
9
C2H3ClO2S (ωB97M-V/def2-TZVPD)
C -0.69 0.42 0.67
C -0.77 0.91 -0.61
O 1.77 0.11 -0.37
O -1.16 1.08 -1.74
S 0.96 1.17 0.12
Cl 0.45 -2.44 -0.09
H -1.02 1.01 1.44
H -0.89 -0.62 1.01
H 1.34 -1.64 -0.42
```

The value obtained for the molar mass is 126.564 g mol⁻¹. The calculation puts the LUMO energy at -0.344 eV. For the energy relative to the best compared isomer or geometry (same formula, charge and spin), the calculation gives 236.0 kJ/mol. As for the frontier orbital gap: 8.7 eV. The energy comes out at -1086.7608 a.u. Its HOMO energy is -0.334 Eh.

Population analysis type Mulliken, resulting atomic charges in e:
1. C -0.632
2. C 0.676
3. O -0.582
4. O -0.391
5. S 0.357
6. Cl -0.310
7. H 0.337
8. H 0.197
9. H 0.349

# 2
Density functional theory data (ωB97M-V/def2-TZVPD) for a molecular structure, C2H24N4O10.

```
40
C2H24N4O10 (ωB97M-V/def2-TZVPD)
O 0.11 1.86 2.22
H -0.68 1.79 1.68
H 0.59 1.06 2.05
O 0.66 -3.01 1.39
H 0.01 -2.57 0.85
H 1.45 -2.48 1.30
O 2.41 -1.61 -0.86
H 1.55 -1.21 -0.68
H 2.31 -2.52 -0.58
O 2.29 1.19 -0.05
H 1.37 1.12 -0.32
H 2.33 0.76 0.80
O 0.67 -0.53 0.02
H -0.09 -1.02 0.32
H 0.85 0.09 0.72
O -1.01 -1.99 0.42
H -1.75 -1.67 0.93
H -1.28 -2.86 0.13
O 1.68 0.64 1.93
H 1.64 -0.22 2.34
H 1.75 1.25 2.66
O -0.31 -0.27 1.67
H -0.98 0.39 1.49
H -0.59 -0.69 2.48
C 0.06 2.57 -0.74
O -0.19 3.67 -0.24
N 0.67 2.38 -1.88
N -0.31 1.47 -0.18
H 1.20 3.07 -2.39
H 0.71 1.40 -2.10
H -0.38 0.58 -0.64
H -1.06 1.72 0.45
C -1.56 -0.17 -1.82
O -0.59 0.53 -1.69
N -1.69 -1.37 -1.30
N -2.69 0.17 -2.42
H -2.43 -2.02 -1.52
H -0.84 -1.72 -0.88
H -3.21 -0.69 -2.48
H -2.69 0.93 -3.08
```

The value obtained for the molar mass is 264.232 g mol⁻¹. The calculation puts the LUMO energy at -1.136 eV. For the energy relative to the best compared isomer or geometry (same formula, charge and spin), the calculation gives 2254.5 kJ/mol. As for the frontier orbital gap: 6.7 eV. The energy comes out at -1061.2398 a.u. Its HOMO energy is -0.288 Eh.

Population analysis type Mulliken, resulting atomic charges in e:
1. O -0.910
2. H 0.005
3. H 0.618
4. O -0.829
5. H 0.307
6. H 0.308
7. O -0.792
8. H 0.130
9. H 0.309
10. O -0.903
11. H 0.723
12. H 0.347
13. O -0.596
14. H -0.057
15. H -0.113
16. O -0.694
17. H 0.244
18. H 0.543
19. O -0.644
20. H 0.358
21. H 0.315
22. O -0.526
23. H 0.426
24. H 0.229
25. C 0.043
26. O -0.769
27. N -0.196
28. N -0.028
29. H 0.242
30. H 0.292
31. H 1.120
32. H 0.372
33. C 0.126
34. O -0.371
35. N -0.317
36. N -0.415
37. H 0.211
38. H 0.425
39. H 0.180
40. H 0.286